The following is a DFT calculation (wB97M-V/def2-TZVPD) of a cluster of 14 separate species, C52H140N8O18 in total.

Last column: Löwdin charge in e.
Atoms and positions in Å:
1 H 3.617 -2.811 -4.768  0.048
2 H 6.224 1.615 6.394  0.061
3 H -7.931 0.623 4.780  0.102
4 H -3.335 1.967 -2.422  0.073
5 H -0.670 -1.537 -6.491  0.070
6 C 2.414 -0.716 -1.189  -0.172
7 H -1.433 0.841 -1.609  0.117
8 C -5.291 -0.293 -0.616  -0.079
9 C 0.757 -1.626 5.848  -0.177
10 H 1.190 -3.280 3.793  0.028
11 H -7.499 -1.627 -0.136  0.126
12 H -0.222 2.467 4.603  0.099
13 N 2.346 -3.886 -2.709  0.053
14 H -7.424 -0.271 -5.800  0.099
15 H -11.434 2.601 3.889  0.094
16 O 0.762 -4.144 3.590  -0.122
17 H 3.439 -1.699 6.252  0.112
18 H -3.470 1.492 -5.568  0.072
19 N 0.286 -1.408 -2.258  -0.028
20 O -1.997 -0.818 -0.559  -0.204
21 H 1.687 0.028 -3.069  0.062
22 C -3.623 -3.591 -2.787  -0.282
23 H 1.195 -1.132 6.740  0.127
24 H 7.432 1.471 5.334  0.066
25 H -3.761 4.749 -1.156  0.091
26 O 1.822 -0.672 0.116  -0.216
27 H -3.187 3.109 -0.489  0.094
28 H 0.341 -2.633 6.121  0.142
29 H 1.768 -3.158 -3.071  0.027
30 H -7.323 0.791 2.506  0.112
31 H 5.295 3.908 -3.235  0.127
32 O 4.560 -0.189 -4.346  -0.167
33 H 6.431 4.128 -5.340  0.126
34 H 1.200 -1.507 -5.285  0.112
35 H -0.386 -4.026 -2.100  0.074
36 H -8.884 -1.231 1.859  0.105
37 H 2.595 2.929 4.234  0.079
38 N -7.438 -0.107 2.927  -0.072
39 O 3.792 -4.727 -0.327  -0.197
40 O -5.881 -0.642 0.625  -0.173
41 H -0.998 -0.527 -3.686  0.087
42 O -2.358 3.728 -2.320  -0.197
43 C 4.109 -2.830 4.543  -0.237
44 C 1.243 -0.240 -2.134  -0.123
45 H 2.410 1.673 5.506  0.081
46 H 6.112 -1.100 2.568  0.093
47 H 5.893 -0.871 -5.803  0.102
48 H -3.730 -0.427 3.179  0.072
49 H -1.343 4.341 -4.707  0.055
50 H -2.477 2.711 8.765  0.056
51 H -2.018 0.705 -5.457  0.028
52 H -0.558 -2.313 1.573  0.040
53 H -2.453 1.047 0.151  0.087
54 H 1.319 1.415 -6.222  0.084
55 H 3.684 -3.540 3.805  0.127
56 H 5.721 3.211 -6.656  0.120
57 H -3.703 2.429 5.434  0.119
58 H 8.450 0.739 -7.277  0.088
59 H 4.131 -1.035 -6.260  0.100
60 O -4.598 -4.589 -2.446  -0.087
61 C 4.875 -5.542 0.049  -0.109
62 H -4.233 -0.373 -0.472  0.047
63 H -1.884 1.411 6.645  0.111
64 C 2.728 -1.126 1.125  -0.096
65 H -2.668 -0.548 7.747  0.051
66 H 2.972 -6.037 -1.706  0.149
67 H 3.310 -0.131 -1.306  0.106
68 C 1.091 -0.747 -6.087  -0.263
69 H 7.730 2.302 -4.583  0.119
70 H -5.258 0.127 3.861  0.067
71 O -9.549 1.984 3.432  -0.193
72 H 4.772 0.757 -4.698  0.049
73 H 2.232 -1.318 2.083  0.071
74 C -3.035 0.383 8.132  -0.063
75 C 0.489 -4.119 2.182  -0.284
76 H -4.102 1.303 3.219  0.072
77 H 6.435 -2.520 3.629  0.084
78 C 2.674 -5.393 -0.802  -0.223
79 H 1.109 2.614 -3.164  0.072
80 C -3.111 2.790 -3.079  -0.196
81 H -5.663 -0.892 -1.465  0.084
82 H 7.028 1.104 -5.732  0.111
83 O -7.200 -0.660 -3.781  -0.092
84 C -9.725 0.628 3.714  -0.244
85 C -1.692 3.441 -5.173  -0.048
86 H -11.266 2.137 2.156  0.086
87 C 3.097 2.134 4.796  -0.102
88 H -10.179 0.150 2.815  0.116
89 H 4.972 -3.346 4.999  0.124
90 N 1.880 -1.800 4.862  -0.064
91 H -2.418 -4.688 -4.301  0.073
92 H 2.742 -1.715 -1.435  0.087
93 H -2.556 -2.922 -4.533  0.049
94 H 2.716 -3.261 6.103  0.119
95 H -2.541 3.751 -5.817  0.085
96 H 2.259 2.711 1.121  0.070
97 H -7.807 0.097 0.147  0.138
98 C -5.499 -1.290 -5.535  -0.092
99 H -4.686 -0.991 -4.900  0.040
100 H 4.844 -3.263 -5.861  0.076
101 C 7.272 2.179 -5.554  -0.234
102 H -5.448 0.745 -0.899  0.090
103 C -0.560 1.470 4.334  -0.080
104 C -7.806 -1.110 1.996  -0.207
105 C 1.414 0.602 -5.512  -0.090
106 C 9.090 1.548 -6.912  -0.102
107 N 4.924 2.558 -4.778  -0.056
108 H 0.416 -5.526 -2.711  0.083
109 H 5.286 -2.849 -4.214  0.069
110 O 2.838 3.755 -3.366  -0.171
111 H -0.935 0.221 0.839  0.078
112 C -2.925 4.042 -1.084  -0.117
113 C -8.351 0.009 4.021  -0.210
114 H 5.757 2.283 -2.878  0.127
115 H -10.543 3.603 2.776  0.066
116 H 0.460 -5.135 1.848  0.093
117 H 1.462 -3.620 -0.689  0.106
118 C 0.352 -4.852 -1.849  -0.075
119 C -2.165 2.345 -4.191  -0.394
120 H -4.114 0.163 8.425  0.103
121 C 6.073 3.117 -5.627  -0.125
122 H -4.136 3.189 -3.386  0.152
123 O 0.230 0.593 5.124  -0.202
124 H 9.718 1.233 -6.051  0.099
125 N -2.954 2.783 7.878  0.035
126 C -1.874 -0.178 -1.810  -0.205
127 H 0.765 0.732 -4.663  0.033
128 H -1.415 -3.274 2.801  0.069
129 O 4.577 -1.707 3.868  -0.208
130 H -5.278 -1.071 -6.605  0.088
131 C 7.701 3.877 4.437  -0.058
132 H 3.173 -2.109 0.820  0.088
133 H 2.450 0.559 -5.120  0.062
134 H 4.642 -6.086 0.978  0.093
135 H -1.206 -0.782 5.868  0.118
136 C 1.523 3.631 -2.993  -0.128
137 H -5.568 -2.393 -5.525  0.071
138 C -2.861 1.516 7.141  -0.442
139 H 5.429 2.302 3.891  0.118
140 H 7.454 4.869 4.110  0.062
141 H -0.708 3.262 1.833  0.096
142 C 3.046 -2.402 5.545  -0.180
143 N -2.720 1.195 -4.957  0.063
144 C 3.679 2.831 -2.684  -0.215
145 H 1.725 -1.047 -6.910  0.099
146 H 3.146 1.846 -2.676  0.114
147 H 4.053 2.911 -5.093  0.094
148 H -1.454 -3.743 1.109  0.075
149 H -4.061 -2.574 -2.696  0.099
150 H -1.565 -1.985 -2.924  0.081
151 H 5.431 -2.733 2.234  0.078
152 H 1.314 -3.506 1.715  0.097
153 H -0.462 1.279 3.260  0.069
154 H -7.524 -1.584 -3.839  0.099
155 C -3.790 1.446 5.924  -0.182
156 C -6.643 -0.407 -5.057  -0.339
157 H 5.302 -6.135 -0.775  0.092
158 C -10.772 2.604 3.006  -0.087
159 C -7.245 -0.790 0.566  -0.244
160 C 5.287 3.110 4.618  -0.193
161 C -1.004 -1.061 -2.746  -0.197
162 H -2.183 4.592 -0.522  0.070
163 H -1.638 1.301 4.563  0.069
164 H 3.241 -3.470 -2.437  0.058
165 C -1.949 0.108 0.466  -0.122
166 C 0.262 3.596 1.441  -0.255
167 C 4.877 -1.145 -5.425  -0.294
168 H 1.251 3.906 -1.940  0.098
169 H 0.932 4.286 -3.643  0.088
170 H -4.949 -4.433 -1.555  0.085
171 H -0.575 -1.093 4.272  0.121
172 H -2.535 -0.270 1.294  0.072
173 H -2.516 3.607 7.462  0.075
174 C 6.588 3.331 5.367  -0.447
175 C -3.092 -3.827 -4.262  -0.061
176 C 1.251 2.413 1.369  -0.082
177 C 4.644 -2.585 -5.041  -0.094
178 H 1.367 1.933 2.323  0.038
179 H -0.974 3.045 -5.876  0.064
180 H 8.566 3.960 5.102  0.077
181 H 2.109 -6.016 -0.120  0.115
182 H 7.929 3.245 3.556  0.085
183 H 1.573 4.960 2.139  0.071
184 H 0.758 0.614 -1.675  0.095
185 O 4.244 2.590 5.506  -0.208
186 H -6.209 0.631 -4.920  0.119
187 C 1.708 -4.378 -1.439  -0.434
188 H -0.128 -5.417 -1.042  0.077
189 H 5.718 -4.872 0.340  0.086
190 C -4.203 0.378 3.717  -0.049
191 O 0.695 4.649 2.402  -0.105
192 H 3.543 -0.399 1.257  0.089
193 H -1.280 1.905 -3.679  0.114
194 H 6.304 4.061 6.136  0.140
195 H -7.406 -2.060 2.316  0.115
196 H -2.750 -3.663 -2.146  0.079
197 H -8.469 -0.941 4.554  0.126
198 H 3.820 3.140 -1.626  0.139
199 H 2.150 -0.874 4.532  0.094
200 C -0.268 -0.727 5.257  -0.230
201 H 0.126 -1.881 -1.351  0.105
202 H -2.890 -0.076 -2.175  0.098
203 O -3.453 0.378 4.983  -0.243
204 H 0.011 3.997 0.423  0.096
205 H 9.753 1.920 -7.657  0.076
206 H -10.377 0.505 4.611  0.131
207 H 4.921 4.074 4.191  0.135
208 O -0.311 -0.648 -6.551  -0.100
209 H -2.458 0.592 9.080  0.089
210 O 8.202 2.578 -6.534  -0.200
211 H 3.442 1.387 4.098  0.070
212 H 0.871 1.678 0.660  0.050
213 C 5.680 -2.006 3.018  -0.099
214 N 7.026 2.098 6.016  0.041
215 C 4.977 2.862 -3.361  -0.224
216 H -3.866 -4.025 -4.949  0.040
217 C -0.803 -3.309 1.904  -0.067
218 H -4.845 1.391 6.162  0.116

Cartesian forces, eV/Å:
-0.158 0.386 0.184
-0.212 -0.013 0.176
0.598 0.862 0.651
-0.123 -0.669 0.104
-0.183 -0.068 -0.146
-2.167 0.558 -0.227
-0.270 -0.840 -0.680
-0.263 0.039 -0.058
1.572 -0.171 -0.212
-0.244 -0.317 0.271
0.008 0.340 0.485
-0.143 0.165 -0.277
0.709 -0.521 1.742
-0.306 -0.321 -0.194
-0.216 0.015 -0.456
0.237 0.222 -0.329
0.582 0.485 0.568
0.170 -0.041 -0.167
1.210 0.630 0.308
0.260 -0.764 -0.337
-0.069 -0.045 -0.709
-0.175 -0.246 -1.333
-0.468 -0.331 -0.017
0.091 -0.002 -0.121
-0.350 -0.466 -0.160
0.768 -0.339 0.327
-0.003 1.002 -0.664
0.336 0.965 -0.329
-0.427 0.751 -0.244
0.086 0.534 -0.438
0.201 0.076 -0.039
0.567 -0.054 -1.431
-0.476 -0.397 0.226
-0.266 0.250 -0.373
1.209 -0.730 0.176
-0.205 -0.018 0.056
-0.011 0.113 0.137
0.044 0.179 0.679
0.307 0.519 0.392
0.904 0.512 -0.246
0.406 0.038 -0.535
-0.192 0.076 -0.350
-0.190 -0.765 -0.124
0.571 -2.518 1.741
0.056 0.172 -0.035
-0.420 -0.207 0.316
-0.646 -0.744 0.193
0.018 -0.142 -0.437
0.435 0.377 0.411
-0.134 -0.355 0.133
0.699 -0.326 -0.698
0.044 0.510 0.041
0.602 -0.147 0.362
-0.124 0.084 -0.159
-0.092 0.097 0.298
-0.019 -0.258 0.082
0.199 -0.127 -0.272
0.570 -0.392 -0.122
0.753 0.659 0.347
0.184 0.237 -0.072
1.030 0.823 0.709
0.482 -0.534 -0.112
0.201 -0.096 0.484
0.444 -0.733 -0.556
0.303 -0.497 -0.369
-0.237 0.381 1.232
0.340 0.893 0.281
-1.341 0.120 0.208
0.197 -0.358 0.605
0.146 0.135 0.063
-0.314 0.642 -0.826
-0.392 -1.480 0.594
-0.224 0.409 -0.281
-0.891 -0.137 1.486
0.331 2.331 0.607
0.186 1.187 -0.664
0.251 0.255 -0.068
-0.931 -0.803 -3.116
0.384 0.206 0.102
-0.320 0.755 -0.187
0.188 -0.114 0.356
-0.263 0.678 0.315
-0.166 -1.714 -0.184
-0.034 -0.871 0.002
-1.458 -0.155 -0.137
0.154 -0.369 -0.096
0.663 0.183 0.322
-0.024 -0.020 0.636
-0.316 0.065 0.332
-0.270 -0.549 0.650
0.032 0.167 0.169
-0.253 -0.540 -0.077
0.110 0.010 -0.296
-0.206 -0.498 0.137
0.154 -0.164 0.407
0.270 0.305 -0.565
0.727 -0.353 0.420
-0.026 -0.235 -0.592
0.906 -0.208 -0.013
0.345 0.028 -0.355
-0.039 -0.308 -0.618
-0.520 0.438 0.130
-0.978 -0.634 0.448
0.461 -0.099 -2.373
1.222 -0.495 0.212
-0.598 -0.197 1.266
1.714 -0.026 -0.794
-0.039 0.124 0.019
0.169 -0.346 0.374
1.010 -0.094 0.250
0.329 0.535 -0.113
-0.116 -0.380 0.850
-1.003 -0.059 0.558
-0.159 -0.430 0.250
0.339 1.307 -0.381
0.002 -0.511 -0.391
0.699 0.544 0.110
-1.640 -0.850 -0.068
0.393 -0.996 -1.126
1.211 0.660 -0.369
-0.990 -0.542 0.702
1.297 -0.109 -0.095
0.410 -0.283 0.266
-0.398 -0.126 -0.351
-0.297 0.553 -0.115
0.907 -0.014 0.142
-0.373 0.474 0.157
0.020 0.067 0.163
0.572 1.128 -0.934
0.012 0.232 0.757
-0.292 -0.506 1.093
-0.172 0.639 0.123
-0.402 0.225 -0.211
-0.009 -0.436 -0.560
0.650 0.396 -0.281
-2.355 0.018 0.153
-0.610 0.485 0.416
0.731 -0.388 -0.530
0.105 0.385 -0.567
-0.150 0.476 -0.323
0.294 0.000 0.096
-0.195 0.063 -1.174
-1.058 0.853 1.555
-1.681 -0.737 0.869
0.172 0.048 -0.339
0.634 0.432 -0.101
-0.761 0.518 -0.670
0.544 0.131 0.373
0.227 -0.456 -0.086
0.088 0.169 0.052
-0.316 0.246 -0.090
-0.513 -1.207 -0.032
0.321 -0.016 -0.002
0.127 0.778 0.415
-0.504 0.414 -1.135
0.461 2.005 -0.181
-0.631 -0.287 0.230
0.281 -1.032 1.677
-2.038 -0.627 0.188
-1.440 -0.360 0.241
-1.754 0.610 0.248
0.388 -0.016 0.207
0.804 0.427 -0.104
-0.224 -0.077 -0.373
-0.776 0.364 0.938
0.416 0.509 0.604
-1.207 1.465 -0.489
0.671 -0.117 -0.521
0.134 0.004 0.158
0.340 0.101 -0.383
0.105 -0.158 -0.185
-0.185 -0.200 0.299
-0.270 -0.559 -0.526
-0.598 -0.344 -0.395
0.257 0.070 2.286
-0.849 0.718 -0.111
0.525 0.077 0.680
-0.251 -0.248 0.578
0.482 -0.177 0.070
0.207 -0.066 -0.442
0.258 -0.155 0.818
-0.214 0.150 0.594
-0.269 -0.165 -0.052
0.013 0.405 0.118
0.745 0.810 -0.141
-0.332 -1.016 -0.362
0.552 0.732 -0.862
0.010 0.014 0.012
-0.667 -0.131 -0.209
0.361 -1.104 2.333
-0.362 -1.102 -1.326
-0.129 -0.124 0.099
-0.382 0.497 -0.117
0.600 0.019 0.056
0.147 -0.507 0.125
0.057 0.068 0.423
-0.151 -0.220 -0.463
-0.137 -0.144 -0.390
-0.112 -0.139 0.062
-1.794 0.010 -0.153
0.564 0.714 -0.458
-0.062 0.264 -0.684
-0.510 0.868 0.615
0.612 0.011 0.769
0.284 0.293 -0.730
0.122 -0.065 -0.568
0.230 -0.686 -0.143
1.096 -0.473 0.517
-0.588 -0.210 -0.936
0.150 0.688 -0.257
-0.132 -0.555 -0.543
0.259 -0.033 -0.078
0.053 -0.512 0.486
0.348 0.187 0.079
1.897 1.221 -0.403
-1.105 0.008 -0.734
-0.397 -1.142 -0.667
-0.373 -0.317 0.460

As for the electronic energy: -104959.840 eV. As for the frontier orbital gap: 9.026 eV.